Record 1
100
Properties=species:S:1:pos:R:3:forces:R:3 method="wB97M-V/def2-TZVPD" homo_lumo_gap_ev=7.33 total_charge=+2
H 1.183 0.323 6.615 0.0 0.0 0.0
H 1.597 -1.452 -6.818 0.0 0.0 0.0
C -2.676 -0.914 -2.589 -0.1 0.1 -0.1
C 5.218 0.342 0.714 0.0 0.0 -0.1
H -2.663 4.561 -0.924 0.0 0.0 0.0
O 5.864 -0.851 6.092 -0.1 0.1 -0.1
C -3.442 -3.731 -1.802 0.0 -0.3 -0.1
H -4.967 3.621 -0.646 0.0 0.0 0.0
C -0.199 -4.546 0.462 0.0 -0.2 -0.1
C -0.155 0.729 4.993 -0.1 0.0 0.1
C -2.818 3.531 -0.631 -0.1 0.1 0.0
H 6.491 0.063 2.397 0.0 0.0 0.0
C -0.509 -1.031 -5.356 0.1 -0.1 0.0
H -3.605 -0.485 -2.200 0.1 0.0 0.0
C 4.531 -0.067 4.387 0.2 0.0 -0.1
C -1.740 2.707 -0.405 0.1 -0.2 0.0
H -2.544 -5.133 2.507 -0.1 0.1 0.0
H -0.364 3.067 -4.439 0.0 0.0 0.0
Si -1.360 -3.336 1.291 -0.2 0.2 -0.1
H -4.406 -3.410 -1.405 0.1 0.0 -0.1
H -3.863 0.200 2.969 0.0 -0.1 0.0
H -3.156 -4.655 -1.288 -0.1 0.1 -0.1
H 2.808 -1.638 -5.543 0.0 0.0 0.0
H 3.669 0.563 -0.757 0.0 0.0 0.0
C -0.343 -2.704 2.757 0.0 0.0 0.1
O 0.582 0.059 -2.535 0.1 0.0 1.3
H -0.919 -2.033 -5.491 0.0 0.0 0.0
N 0.754 0.556 2.777 -0.4 0.0 -0.6
H -3.471 -4.618 1.092 0.1 0.0 0.1
N -1.869 1.423 -0.027 0.4 -0.4 0.1
La 0.169 -0.311 0.035 -0.6 0.4 -0.6
N 2.962 -0.123 -3.687 -0.1 0.1 0.5
N 5.853 -0.261 5.039 0.1 0.0 0.0
H -0.729 3.085 -0.527 0.0 0.0 0.0
C 0.507 2.694 -3.897 0.1 -0.1 -0.1
H -1.193 1.075 3.143 0.0 0.0 0.0
H -5.014 -2.596 0.584 0.0 0.1 0.0
C -3.107 0.891 0.148 0.1 0.2 0.0
C 3.106 0.211 2.434 -0.1 0.0 0.0
H 4.774 0.854 -3.322 0.0 0.0 0.0
Si -2.136 -2.422 -1.610 0.0 0.1 0.5
C -1.852 -1.909 0.181 0.8 0.6 0.0
H -5.732 -1.041 0.996 0.1 0.0 -0.1
C -0.252 0.799 3.601 0.0 0.1 -0.1
C 1.967 0.303 3.316 0.0 0.0 0.0
P 1.324 0.089 -3.861 0.0 -0.2 -0.1
H -0.542 -0.514 -6.319 0.0 0.0 0.0
H 3.025 -1.177 -1.815 0.0 0.0 -0.1
C 3.719 1.107 -3.423 0.1 -0.1 -0.2
O 6.828 0.201 4.479 -0.1 0.0 0.1
H -2.868 -1.202 -3.629 0.0 0.0 0.1
H 4.416 -1.407 -2.886 0.0 0.0 0.0
H -2.266 -0.549 3.096 -0.1 0.0 0.0
H 3.621 -0.129 6.275 0.0 0.0 0.0
N 2.861 0.331 1.110 -0.3 -0.2 -0.5
C 1.055 0.406 5.542 0.1 0.0 0.1
H -5.221 -1.364 -0.669 0.0 -0.1 0.1
N 0.871 -1.126 -4.857 -0.1 0.1 -0.4
H -1.916 -0.127 -2.600 -0.1 0.0 0.0
H 3.396 1.640 -2.525 0.0 0.0 0.1
C -4.964 -1.522 0.382 -0.3 0.1 -0.1
C 5.477 0.147 2.043 0.0 0.0 0.1
C 4.402 0.093 2.957 0.2 0.0 0.0
H 6.024 0.428 -0.004 -0.1 0.0 0.0
H 3.623 1.792 -4.262 0.0 0.0 0.0
H 0.045 -5.334 1.183 0.0 0.1 -0.1
Si -3.271 -0.892 0.826 0.3 -0.4 -0.1
H 1.566 -2.881 -5.780 0.0 0.0 0.0
H -3.584 -3.973 -2.861 0.0 0.0 0.1
C -3.264 -0.672 2.685 -0.1 0.0 0.2
C 2.161 0.215 4.693 0.0 0.0 0.2
C -4.231 1.682 -0.081 0.0 0.1 0.0
H -0.550 -4.125 -2.531 0.1 0.1 0.1
H 0.361 -2.886 -1.681 0.0 -0.1 -0.1
H -0.866 -1.966 3.368 0.1 -0.1 0.0
H -0.638 -5.029 -0.414 0.1 0.0 0.1
C -0.506 -3.050 -2.337 0.1 0.2 -0.3
H 1.918 0.844 -6.379 0.0 0.0 0.0
H -3.708 -1.547 3.170 0.0 0.1 0.0
H -1.136 -0.496 -4.649 0.0 0.0 0.0
H -0.109 -3.554 3.408 0.1 0.1 -0.1
C 1.768 -1.809 -5.798 -0.1 -0.1 0.0
H 2.875 -2.188 -3.252 0.0 0.0 0.0
C -4.094 3.005 -0.471 0.0 0.0 0.0
H -3.473 -3.633 2.562 0.0 -0.1 -0.1
N 1.051 1.522 -4.578 -0.2 0.3 0.0
H 1.249 3.495 -3.842 0.0 0.0 0.0
C 3.335 -1.278 -2.865 0.0 0.0 -0.1
H 0.631 -2.276 2.458 -0.1 -0.1 0.1
H -0.284 -2.549 -3.284 0.0 -0.1 0.2
H 2.195 2.551 -6.025 0.0 0.0 0.0
C -2.849 -4.261 1.919 0.0 -0.2 0.2
H 0.603 2.013 -6.581 0.0 0.0 0.0
H -5.217 1.250 0.048 0.0 0.0 0.0
C 3.474 -0.022 5.209 -0.2 0.0 0.2
H 0.194 2.427 -2.892 0.0 0.0 0.0
C 3.892 0.424 0.291 0.1 -0.1 0.1
C 1.462 1.742 -5.966 0.0 0.0 0.1
H -1.022 0.923 5.609 0.0 0.0 0.0
H 0.750 -4.091 0.154 0.0 -0.1 0.0

Record 2
89
Properties=species:S:1:pos:R:3:forces:R:3 method="wB97M-V/def2-TZVPD" e_above_lowest_kcal_mol=38.77 homo_lumo_gap_ev=3.64 total_charge=+2
H -3.866 -1.728 -5.035 0.2 -0.3 0.2
H 3.567 0.806 3.130 -0.3 0.1 -0.1
H -0.286 2.731 -2.825 -0.1 -0.3 -0.4
H -4.237 -3.147 -3.997 0.2 0.2 -0.3
H -1.641 2.151 4.450 -0.3 0.0 -0.1
C 2.584 1.182 2.836 -0.3 -0.2 -0.2
H 4.503 0.133 -2.946 0.0 0.3 0.0
H -2.366 -2.894 1.774 0.2 -0.1 -0.3
C -1.640 -0.490 -2.584 -2.7 -1.3 -1.5
H -3.427 0.989 0.861 -0.1 0.1 0.2
H 0.390 -1.210 5.930 0.3 0.0 -0.1
C -1.360 2.509 1.773 -0.4 0.5 0.3
C 4.562 1.220 -2.790 0.7 0.3 0.1
C -0.688 1.797 -3.241 0.0 0.7 -0.6
C -0.406 -1.816 3.341 0.0 1.2 1.4
C -1.475 0.958 -2.125 -3.1 -0.4 -1.4
H -1.847 -0.242 3.306 0.1 0.2 -0.4
C 1.799 -2.380 3.062 -0.1 3.0 4.6
Sn 0.390 1.229 -0.989 5.4 3.5 3.1
H -4.325 1.003 -2.727 -0.2 -0.1 -0.1
H -2.935 3.247 3.874 0.1 -0.2 0.0
H 2.127 -1.489 5.633 -0.3 0.1 0.0
H -1.564 2.399 0.696 0.0 0.1 0.3
H 3.711 -3.185 2.607 0.0 0.2 0.2
H 2.391 -0.305 -1.367 -0.2 0.1 -0.2
H 0.053 3.163 3.959 0.2 -0.3 -0.2
H -0.062 0.141 -4.503 0.1 0.3 0.1
H 2.220 3.544 -1.377 -0.3 -0.3 0.0
H 0.864 -4.202 0.278 0.2 0.2 0.1
H -1.272 -3.870 0.760 -0.1 0.3 0.1
H 5.322 1.638 -3.468 -0.1 -0.3 0.4
H 1.358 0.010 5.077 -0.1 -0.4 0.1
C 1.962 2.602 -1.875 0.4 1.1 0.7
C 0.724 -1.559 -1.871 0.6 -0.8 -0.3
H 2.808 2.111 -5.586 0.1 0.2 0.2
H -4.441 0.196 -4.337 -0.1 0.2 0.3
C 1.435 -0.215 -1.903 0.1 -1.0 -0.7
H -4.125 2.459 1.610 0.0 -0.2 0.0
C 0.055 2.100 2.080 0.2 0.2 0.0
H -1.441 2.112 -3.980 0.0 -0.4 0.3
C 0.397 1.011 -4.011 0.2 -0.2 0.1
H 4.845 1.435 -1.749 -0.1 -0.1 -0.4
C -0.296 -2.567 2.140 3.2 -2.2 -2.8
C -1.638 -1.183 3.844 0.5 -1.0 0.7
H -1.554 -0.949 4.913 0.0 0.1 -0.3
C 3.263 -2.409 3.237 0.1 -0.5 -0.1
H -2.540 -2.757 -4.366 -0.3 0.0 0.0
H -1.568 1.154 -0.986 0.0 -0.1 -0.8
C 1.631 0.517 -3.224 2.8 -0.1 -2.7
H 2.291 -3.140 0.223 -0.1 -0.1 0.2
P 2.991 2.027 -3.165 -4.5 -2.6 2.8
H -5.607 -0.187 -3.026 0.2 0.3 -0.2
C 2.061 0.858 1.575 0.4 0.2 0.2
C 1.854 1.995 3.703 0.0 0.2 -0.1
H -4.254 0.876 2.437 0.1 0.2 -0.3
C 1.205 -1.073 5.206 0.1 0.4 0.7
H 2.282 -4.544 1.293 -0.1 0.2 -0.1
C -2.570 2.202 3.870 -0.1 0.1 0.0
C -3.530 -2.323 -4.176 0.1 -0.1 0.1
C 1.650 -3.740 0.887 -0.1 -0.4 -0.1
H 0.744 1.667 -4.826 -0.2 -0.2 0.3
H 1.309 -2.269 -2.483 -0.2 0.1 0.2
H 2.654 0.223 0.917 -0.1 0.2 0.0
H -3.325 1.564 4.348 0.2 0.2 0.0
H 2.810 3.748 -4.847 0.1 -0.3 0.0
C 3.245 2.741 -4.798 0.1 0.5 -0.4
C -3.605 1.506 1.814 0.0 0.2 0.0
H -2.508 -1.841 3.700 0.2 0.2 -0.2
H -1.506 -2.135 0.428 0.0 -0.2 0.3
C -0.766 -1.685 -2.276 0.5 -0.9 -0.1
H -1.740 -0.435 -3.680 0.7 0.5 0.3
C 0.605 2.478 3.312 0.2 -0.3 -0.1
P -3.577 -1.342 -2.617 1.3 0.9 1.0
H 3.525 -2.605 4.285 0.0 0.1 -0.2
H 0.814 -1.936 -0.840 0.0 0.2 -0.2
H -1.499 3.579 2.037 0.0 -0.2 -0.3
C 1.068 -2.928 1.976 -5.3 -0.5 -2.7
H 2.220 -0.141 -3.887 -0.6 -0.3 -0.2
H -1.254 -2.338 -1.526 0.2 0.4 -0.3
N -2.344 1.709 2.516 0.2 -0.5 0.0
H -0.766 -2.310 -3.189 -0.2 0.4 0.4
H 4.331 2.814 -4.964 -0.4 0.0 -0.1
H 2.252 2.253 4.689 0.0 0.0 -0.4
H -2.479 1.413 -2.268 0.4 -0.1 0.3
C -1.412 -2.887 1.229 -0.6 -0.1 -0.3
C -4.562 0.071 -3.253 -0.1 -0.1 0.1
C 0.882 -1.735 3.933 2.0 -0.8 -0.6
H 3.717 -1.443 2.960 -0.2 -0.2 0.1
C 0.826 1.363 1.172 -1.0 -0.2 0.1

Record 3
113
Properties=species:S:1:pos:R:3:forces:R:3 method="wB97M-V/def2-TZVPD" homo_lumo_gap_ev=2.07 total_charge=+1
O -0.531 9.662 0.843 -0.9 -0.4 -0.1
O -4.104 0.782 1.714 -0.6 -1.6 1.6
H -3.693 3.922 0.804 0.2 -0.4 0.1
H -4.667 2.368 -2.117 0.2 -0.3 -0.2
C 0.970 1.860 -1.641 0.3 -0.4 -0.1
C 1.392 -2.272 -0.062 1.3 -0.5 -0.1
H -0.551 5.745 1.564 -0.2 0.7 0.1
O -6.094 2.875 3.903 0.2 -0.4 -0.2
H 1.797 8.535 0.936 0.0 0.0 -0.1
H 2.830 -2.478 -1.728 -0.3 -0.1 0.3
P -1.696 4.700 -0.344 -1.3 0.1 -0.8
C 3.140 0.009 -1.278 0.2 0.3 0.0
C -0.163 3.741 -0.732 -0.5 0.7 1.0
C -2.491 5.671 7.890 0.4 -0.1 -0.1
O -5.848 2.992 6.307 0.2 -0.3 0.0
H 1.931 -9.652 -5.102 -0.1 -0.1 0.1
H 7.867 -3.627 -0.095 -0.2 0.1 0.1
O 4.515 1.971 -1.535 -0.5 -0.1 0.1
H 3.869 -0.672 -0.796 0.3 0.4 -0.5
H 1.097 5.223 0.294 -0.6 -1.5 -0.5
C 3.416 1.501 -1.348 -0.3 -0.4 0.3
C -1.265 6.120 0.813 0.2 -0.5 0.3
H -2.550 2.548 0.516 -0.2 0.5 -0.1
O -2.421 4.617 5.687 0.3 -0.2 -0.3
O -6.437 0.898 5.240 0.8 -2.4 -0.6
Br 2.876 6.532 -0.049 0.8 1.4 -0.1
C -0.133 -6.807 -2.939 0.3 0.4 -0.1
H 2.726 -1.104 1.118 0.5 -0.4 0.0
C 2.618 -2.170 0.865 -1.3 0.6 0.2
H -0.530 -6.416 -1.996 -0.3 -0.2 0.0
O -8.043 2.681 5.340 0.0 -0.5 -0.1
C 7.035 -1.204 -1.118 0.3 0.1 -0.7
Br 2.060 9.304 -1.404 0.0 -0.1 0.0
H -5.745 0.369 -0.800 0.1 -0.5 0.1
O 1.247 -6.542 -3.001 0.1 -0.2 -0.1
H 5.916 -2.634 -2.243 -0.4 0.0 0.1
H 0.386 1.990 3.994 -0.1 0.2 -0.1
C -0.257 -10.452 -4.117 0.0 0.2 0.0
C 7.344 -3.684 -1.053 0.4 -0.1 -0.7
H -2.238 6.341 1.331 0.6 -0.3 -0.3
C -0.086 2.153 4.961 0.1 0.0 -0.1
H 2.410 -2.690 1.810 0.2 0.0 -0.3
C -2.648 3.591 0.828 1.0 0.4 0.5
C -0.515 -8.439 -5.463 0.0 0.0 0.1
H 3.512 -2.515 0.329 0.5 -0.2 0.3
H -1.446 -8.497 -2.912 0.0 0.0 0.0
C 1.992 -0.502 -1.756 0.0 -0.4 -0.7
H -1.819 4.952 8.357 -0.1 -0.1 0.0
O -3.899 1.204 -0.614 0.0 -1.0 -1.0
C 2.244 3.559 -0.455 -0.5 0.2 -0.2
C -0.240 2.546 -1.461 0.5 0.1 -0.1
H 0.687 2.370 5.697 -0.1 -0.1 0.1
H 0.227 -10.863 -3.234 0.0 0.0 0.0
H -3.163 6.059 8.656 0.0 0.0 -0.1
C -1.475 1.887 -2.028 0.0 -0.4 -0.3
C 6.304 -2.558 -1.199 0.9 0.1 1.3
S -6.614 2.400 5.205 0.2 2.1 -0.1
C -3.280 5.035 6.764 -0.5 0.1 0.7
H -2.244 3.646 1.854 -0.2 0.2 -0.2
N 0.117 -9.006 -4.234 0.2 0.0 0.1
H 0.059 9.751 0.089 0.1 0.2 0.1
H -0.191 -7.410 -5.588 0.0 0.0 0.0
C 1.054 4.255 -0.257 -0.1 -0.2 0.3
H -3.633 0.957 -2.692 -0.1 0.1 0.2
C 1.034 0.523 -2.398 0.3 0.1 1.8
H -1.339 -10.525 -4.028 0.0 0.0 0.0
C 1.617 -8.920 -4.359 -0.1 -0.2 -0.4
H -0.647 -6.293 -3.758 -0.2 -0.1 0.1
H -3.137 0.735 1.673 -0.1 0.4 -0.5
Cl 1.259 -1.449 -4.830 2.1 1.0 -2.8
H 0.129 -8.786 -2.145 0.0 0.0 0.0
C 1.837 -2.039 -1.546 -1.1 1.1 0.2
H 0.860 -3.222 0.045 0.1 0.4 -0.1
Br 4.156 9.268 1.007 -0.1 -0.1 -0.1
Li 2.243 1.015 -4.439 -0.5 -1.3 -0.5
H -3.852 -1.162 1.100 -0.8 0.2 -0.5
H -0.195 -9.030 -6.317 0.0 0.0 0.0
O 0.407 0.385 -3.417 -0.6 1.1 0.8
I 0.465 -3.154 -2.793 -0.7 -1.0 1.7
H -3.882 4.198 7.116 0.0 -0.1 -0.2
H -5.632 -0.656 1.374 0.7 0.5 -0.3
H -1.339 1.733 -3.109 0.0 0.0 0.4
I -0.046 -0.761 0.648 -0.5 -0.2 -0.1
H 6.336 -0.370 -1.239 0.0 -0.1 0.1
H -1.562 0.891 -1.547 0.1 0.3 -0.2
O -2.687 2.593 -1.833 0.1 0.2 -0.7
C 2.609 8.427 0.228 0.3 0.0 0.2
Ca -2.375 9.032 1.252 0.9 -0.2 0.0
H -0.636 1.256 5.240 0.0 0.0 0.2
H 1.373 -5.580 -2.932 0.0 0.0 0.1
C -1.728 3.500 5.903 -0.5 0.6 0.2
H 8.102 -3.625 -1.847 0.0 -0.1 0.0
H 7.550 -1.081 -0.163 -0.1 -0.2 0.1
H -1.597 -8.488 -5.351 0.0 0.0 0.0
H -4.370 -0.750 -1.200 -0.2 0.2 0.2
H 0.082 -10.972 -5.010 0.0 0.0 0.0
C -4.626 -0.340 0.974 0.9 0.0 -0.5
H 1.893 -7.930 -4.700 0.0 0.0 0.3
H -1.873 6.489 7.512 -0.1 0.1 0.0
C -0.376 -8.300 -2.980 0.1 0.1 -0.1
H -0.877 7.007 0.261 0.0 -0.6 0.3
H 3.195 3.935 -0.076 -0.2 -0.3 -0.1
H -3.965 5.767 6.339 0.1 -0.2 -0.3
Ca -4.424 -1.127 3.529 -1.1 2.3 1.0
H 6.870 -4.666 -1.126 -0.1 0.1 0.1
C 2.171 2.355 -1.142 0.8 -0.3 -0.1
C -3.779 1.745 -1.932 0.0 0.6 0.9
C -4.719 0.060 -0.537 -0.2 0.5 0.5
O -1.760 2.820 6.890 0.2 -0.2 -0.1
O -0.962 3.274 4.823 0.1 -0.2 -0.3
H 2.062 -9.149 -3.395 0.0 0.1 0.0
H 7.790 -1.115 -1.914 0.0 0.1 0.0
O 5.417 -2.643 -0.165 -1.5 0.2 -0.6

Record 4
102
Properties=species:S:1:pos:R:3:forces:R:3 method="wB97M-V/def2-TZVPD" homo_lumo_gap_ev=5.72 total_charge=-1
H -3.677 1.148 -5.301 0.1 -0.2 0.3
O 3.088 -3.354 3.258 0.0 0.1 -0.1
C 7.998 -0.778 3.588 0.3 0.2 -0.1
H -7.528 1.413 2.525 -0.2 -0.1 -0.1
O 10.122 0.293 5.782 0.1 0.1 0.0
F 12.510 -1.803 6.072 0.0 0.0 0.0
H -3.349 1.792 -6.892 0.0 -0.2 -0.1
C -1.632 -0.213 -5.193 0.3 0.2 -0.5
C -2.748 -2.209 -1.791 0.5 0.0 -0.5
H 8.372 -1.130 2.626 -0.1 -0.1 0.0
H -6.136 1.205 1.436 0.0 0.0 -0.1
H 6.912 -0.829 3.581 0.0 -0.1 0.0
C -0.188 -0.955 0.716 -0.5 0.7 0.2
H -1.609 0.892 1.987 0.2 0.1 0.3
H -4.976 2.841 0.099 0.2 -0.1 0.0
C -1.410 -1.801 0.356 0.0 -1.3 -0.3
C -1.216 -3.187 1.056 0.0 0.7 0.3
H -4.310 5.696 -3.391 0.2 -0.1 -0.4
C 3.440 -4.715 3.570 0.0 -0.5 0.1
H 1.443 1.994 0.153 0.0 0.2 0.2
C -1.986 -1.470 -5.980 0.1 0.2 -0.3
H 8.299 0.264 3.696 0.0 0.0 0.1
C -1.664 -2.574 -3.926 0.0 -0.1 0.3
C -2.919 1.670 -5.890 -0.3 0.7 -0.7
C -5.492 4.135 -1.542 0.1 0.0 0.2
C -1.091 1.437 1.204 -0.3 -0.3 -0.8
H 1.472 1.033 1.675 0.2 0.1 0.1
H -2.088 1.677 -3.364 0.0 0.1 -0.2
O -6.876 3.149 1.596 0.0 0.3 -0.1
H -1.727 -3.978 0.519 0.0 -0.2 -0.1
H -5.583 5.058 -0.963 0.0 0.2 0.0
H -0.080 -1.003 1.805 0.0 0.0 0.1
H -3.008 -0.287 0.450 -0.1 -0.1 -0.3
H 3.726 -5.973 5.287 0.0 0.0 0.0
H 8.206 -1.277 5.683 0.2 0.1 0.0
O -3.887 3.020 -2.982 0.0 -0.4 0.4
C -0.165 0.538 0.335 0.6 0.9 0.2
H -3.662 -2.064 -1.240 -0.1 0.0 0.0
C 4.079 -2.479 3.244 0.0 -0.3 0.0
O -1.725 -2.712 -5.296 0.0 0.2 0.2
C -0.447 0.831 -1.139 -0.2 -0.7 0.1
H -0.155 -3.401 1.173 0.1 -0.3 -0.2
H -3.512 -1.972 0.833 -0.2 0.0 -0.2
H 0.273 0.312 -1.771 0.1 0.1 -0.2
C 1.283 1.019 0.604 -0.5 -0.6 -0.3
C 3.539 -4.923 5.065 0.0 0.2 0.1
C -0.427 -2.547 -3.287 -0.4 0.0 0.5
H -5.942 2.008 2.987 0.1 0.0 0.1
C -2.655 3.052 -5.338 -0.2 0.1 0.7
C -7.090 3.100 0.187 0.0 -0.8 0.1
H -0.590 -0.283 -4.884 0.1 0.0 0.2
H -3.532 3.684 -5.497 -0.1 -0.1 0.0
H -6.214 4.193 -2.359 -0.1 -0.1 -0.1
C -2.820 -2.434 -3.170 0.1 0.0 0.4
C -4.075 4.034 -2.064 0.1 1.1 0.4
H 0.474 -2.669 -3.868 0.1 0.0 -0.1
F 3.293 -1.075 1.533 0.1 -0.1 0.1
C -5.787 2.960 -0.614 -0.8 0.2 -0.3
H -3.014 -1.430 -6.345 -0.2 -0.1 0.3
C -1.513 -2.118 -1.141 0.1 0.4 -0.2
H 4.366 -4.984 3.063 0.1 0.2 0.0
H -0.425 1.898 -1.339 0.1 0.1 0.0
H -5.860 2.067 -1.230 0.3 -0.2 0.0
H -2.254 -0.056 -4.320 0.0 -0.1 0.2
H -7.672 3.975 -0.093 0.1 0.3 0.1
H 2.643 -5.323 3.149 -0.1 0.2 0.0
H -3.268 6.089 -2.048 0.1 -0.1 0.2
H -0.795 3.279 -3.856 -0.1 -0.1 0.1
H -7.718 2.224 -0.011 -0.2 0.1 -0.1
F 12.509 -1.313 3.961 0.0 0.0 0.0
H -1.731 3.214 -2.099 -0.5 0.0 0.1
H 0.719 -1.409 0.325 0.0 -0.2 -0.2
F 12.796 0.244 5.432 0.0 0.0 0.0
H -1.430 0.475 -1.445 -0.1 0.1 0.0
C -6.617 1.882 2.142 0.2 0.0 0.3
H -1.358 -1.461 -6.869 0.1 -0.1 -0.1
H -2.587 -1.050 1.965 0.0 0.1 0.1
H 4.347 -4.330 5.492 0.1 0.0 0.0
C 10.617 -0.655 5.249 -0.3 -0.1 0.0
C -2.718 -1.234 0.897 0.3 0.2 0.5
H -3.777 -2.464 -3.670 -0.1 0.0 0.0
C 8.546 -1.627 4.710 -0.6 -0.1 -0.1
O -1.729 0.899 -6.060 -0.3 -0.3 0.3
H 1.960 0.312 0.134 0.3 0.1 -0.1
C 3.536 -1.096 2.846 -0.2 0.3 0.0
H -3.472 3.923 -1.147 0.2 -0.5 0.0
H -1.631 -3.119 2.063 0.0 -0.1 0.1
H -1.863 1.863 0.563 -0.2 0.1 0.0
H 2.612 -4.621 5.553 0.0 -0.1 0.0
H 8.223 -2.660 4.597 0.2 0.0 0.0
C 12.138 -0.881 5.171 0.2 0.1 -0.1
P -2.197 3.117 -3.483 1.3 0.0 -0.3
H 0.625 -2.290 -1.474 0.1 0.1 0.2
C -3.507 5.282 -2.752 -0.5 0.2 0.0
O -2.369 4.884 -3.450 -0.3 0.1 -0.2
F 4.418 -0.141 3.131 0.1 -0.1 0.0
H -1.832 3.512 -5.881 0.1 0.0 -0.1
H -0.536 2.284 1.596 0.0 0.0 0.3
O 5.235 -2.700 3.465 0.0 0.1 0.0
O 9.991 -1.672 4.683 0.1 -0.1 0.1
C -0.361 -2.321 -1.909 -0.4 -0.3 -0.7
F 2.401 -0.821 3.494 0.0 0.0 0.0